[1]
Here is a cluster of 2 separate species, C2H8NO in total in a non-equilibrium geometry from the Open Molecules 2025 dataset. Energies are from wB97M-V/def2-TZVPD.

Geometry as XYZ:
```
12
Properties=species:S:1:pos:R:3:forces:R:3
C 2.1489 0.6434 0.1967 0.93 -0.93 -1.08
O 0.7921 0.3665 0.1736 3.02 0.56 0.17
C -1.8357 -0.3461 0.3481 0.17 -0.33 -0.21
N -1.0888 -0.8656 -0.8197 -1.74 1.74 3.07
H 2.3958 1.6756 -0.3048 -0.74 -0.86 0.80
H 2.8618 -0.0900 -0.3572 -1.69 0.86 0.61
H -1.1927 -0.5724 1.2035 -0.50 0.62 0.03
H -2.8537 -0.7630 0.5338 0.84 -0.11 -0.70
H -2.0288 0.7747 0.2128 0.47 -1.02 0.17
H -1.6820 -1.1415 -1.5526 -0.31 -0.56 -1.67
H -0.1604 -0.4695 -0.8633 0.86 -0.26 -0.46
H 2.6434 0.7878 1.2291 -1.32 0.30 -0.73
```
Positions in Å, forces in eV/Å.

Summary:
**Total charge**: +1
**M**: 62.092 g/mol
**Energy above the lowest of the compared OMol25 structures with the same formula, charge and spin**: 737.52 kJ/mol
**HOMO energy**: -15.0 eV
**HOMO-LUMO gap**: 4.95 eV


[2]
Here is a structure of composition C22H15N4O2PtS2 from the Open Molecules 2025 dataset. Energies are from wB97M-V/def2-TZVPD.

Geometry as XYZ:
```
46
Properties=species:S:1:pos:R:3:forces:R:3
Pt -0.1141 -0.0485 0.4416 0.42 -0.01 -0.07
C 2.6778 2.1516 3.0323 0.02 0.01 0.02
C 2.5489 3.4504 2.5670 0.00 -0.01 -0.01
C 1.7601 3.6995 1.4499 0.01 0.00 0.00
C 1.1209 2.6469 0.8272 -0.08 -0.02 -0.03
N 1.2335 1.3843 1.3067 0.05 0.06 0.08
C 1.9959 1.1410 2.3819 0.05 -0.01 -0.11
C 0.3531 2.7755 -0.4365 0.08 -0.08 0.08
C 0.3495 3.8729 -1.2758 -0.02 0.02 -0.03
C -0.2824 3.7613 -2.5104 0.01 -0.01 0.02
C -0.8381 2.5535 -2.9109 -0.02 0.01 0.00
C -0.8052 1.4851 -2.0305 -0.06 -0.04 0.03
N -0.2682 1.6508 -0.8158 -0.19 0.12 -0.04
C -1.2222 0.0948 -2.3329 0.00 0.02 0.07
C -1.8808 -0.2771 -3.4858 -0.02 0.00 -0.02
C -2.1445 -1.6237 -3.7147 0.00 0.01 0.00
C -1.7425 -2.5626 -2.7808 -0.01 -0.02 0.00
C -1.1032 -2.1292 -1.6341 0.06 0.07 -0.03
N -0.8479 -0.8317 -1.4179 -0.09 -0.21 -0.10
H 3.3006 1.9152 3.8834 0.00 0.00 0.00
H 3.0659 4.2644 3.0577 0.00 0.00 0.00
H 1.6568 4.7057 1.0695 0.01 0.00 -0.01
H 2.0744 0.1105 2.7017 -0.01 0.00 0.01
H 0.8540 4.7880 -1.0018 0.00 0.00 0.00
H -0.2968 4.6080 -3.1840 0.00 0.00 0.00
H -1.2622 2.4484 -3.8988 0.01 0.00 0.00
H -2.1899 0.4666 -4.2061 0.02 0.00 0.00
H -2.6550 -1.9296 -4.6182 0.00 0.00 0.00
H -1.9206 -3.6187 -2.9259 0.00 0.00 0.00
H -0.7765 -2.8260 -0.8745 0.00 0.00 0.00
O -5.7844 0.6430 1.4238 -0.02 0.00 0.02
S -5.3571 -0.5399 2.0716 0.08 -0.11 -0.23
O -6.0371 -1.7772 2.0709 -0.04 0.04 0.02
N -3.7616 -0.8479 1.5284 -0.03 0.12 0.00
C -2.8928 -0.6400 2.4479 -0.01 -0.06 -0.25
S -1.2044 -1.0515 2.0833 -0.23 0.13 0.40
C -3.3864 -0.1994 3.7650 -0.05 -0.11 -0.04
C -2.6855 0.1000 4.9311 -0.01 -0.05 -0.04
C -3.4299 0.4218 6.0411 -0.13 0.00 0.00
C -4.8738 0.4482 5.9894 0.10 0.00 0.04
C -5.5806 0.1619 4.8128 -0.01 -0.01 -0.05
C -4.8277 -0.1441 3.7199 0.12 0.11 0.28
H -1.6054 0.0602 4.9710 0.00 -0.01 0.00
H -2.9483 0.6522 6.9830 0.00 -0.01 0.00
H -5.4157 0.6980 6.8947 0.00 0.00 0.00
H -6.6629 0.1825 4.7894 0.00 0.01 -0.01
```
Positions in Å, forces in eV/Å.

Summary:
**Total charge**: +3
**2S+1**: 5
**M**: 626.600 g/mol
**HOMO energy (alpha / beta)**: -17.5 / -17.8 eV
**HOMO-LUMO gap (alpha / beta)**: 7.07 / 4.33 eV


[3]
Here is a structure of composition C26H34BBrI2KN5S2 in a non-equilibrium geometry from the Open Molecules 2025 dataset. Energies are from wB97M-V/def2-TZVPD.

Geometry as XYZ:
```
72
Properties=species:S:1:pos:R:3:forces:R:3
K -0.2753 -0.6852 -0.1726 -0.19 0.15 -0.09
C -1.2092 -1.6169 5.3864 -0.10 -0.22 -0.13
N -1.5640 -2.7193 4.4705 1.01 0.38 -0.19
C -2.8253 -3.0325 3.9934 0.52 -0.23 -0.09
C -2.6332 -4.0306 3.0940 0.06 0.06 0.25
N -1.2806 -4.3087 2.9386 0.13 0.67 0.27
B -0.6913 -5.3963 1.8795 -0.30 0.33 0.86
N 0.3601 -4.7908 0.8582 -0.41 0.28 -2.01
C 1.7041 -5.0435 0.7242 0.00 0.65 0.14
C 2.2122 -4.5576 -0.4499 -0.87 -1.05 1.70
N 1.0788 -4.1058 -1.1112 2.25 0.91 -1.31
C 1.1197 -3.5025 -2.4324 -1.00 -0.19 0.21
C -0.0195 -4.1879 -0.3515 0.62 -1.11 1.94
S -1.5002 -3.6560 -0.8113 -1.70 0.62 -0.27
C -0.6028 -3.4881 3.7932 -1.51 -0.06 0.18
S 1.0523 -3.4429 4.0706 0.63 0.10 -0.01
H -1.3801 -1.8419 6.4647 -0.23 -0.17 -0.78
H -1.7666 -0.6763 5.1308 0.63 -0.90 0.06
H -0.1173 -1.5549 5.2763 -0.33 0.52 -0.02
H -3.6919 -2.4474 4.2803 0.10 -0.39 0.02
H -3.3703 -4.6628 2.6619 -0.30 -0.04 -0.68
H -1.6614 -5.7393 1.2448 0.13 -0.08 0.06
H -0.2256 -6.3014 2.5619 0.28 0.24 -0.43
H 2.1728 -5.4674 1.5619 0.81 -0.43 0.76
H 3.2544 -4.4414 -0.7259 -0.51 -0.05 -0.37
H 1.9833 -2.8607 -2.6082 0.09 -0.11 0.36
H 0.1919 -2.9150 -2.4062 0.21 0.04 -0.89
H 1.0784 -4.2806 -3.2158 -0.11 0.38 0.27
C 1.0701 6.6907 0.1237 -0.39 0.29 1.69
C 0.9160 5.3547 -0.5239 -0.59 -1.36 -0.47
C 0.3178 5.1804 -1.7782 0.11 0.17 0.16
C 0.0242 3.9027 -2.2921 -0.48 1.14 0.74
C -0.8812 3.7949 -3.4661 -1.50 -0.39 -0.43
C 0.3239 2.8077 -1.5529 0.24 -2.03 -0.46
C 1.1025 2.8523 -0.3298 -0.99 2.06 -0.48
C 1.2651 4.2144 0.1803 1.22 -0.26 -0.01
N 1.5076 1.7271 0.1757 0.71 -1.17 0.41
C 2.6898 1.6259 1.0692 -1.48 1.43 0.26
C 2.4478 2.3340 2.4798 -0.26 -1.10 0.32
C 3.8674 2.3046 0.3614 0.78 0.41 2.03
C 2.8862 0.1375 1.2024 0.84 -0.57 0.67
H 0.8343 7.5074 -0.5647 -0.04 -0.06 0.19
H 2.1123 6.8206 0.4931 -0.64 0.04 -0.17
H 0.3686 6.7383 1.0615 1.23 0.11 -1.73
H 0.0154 6.0476 -2.3331 -0.11 0.38 -0.30
H -0.8063 2.8548 -4.0585 0.05 0.56 0.61
H -0.7870 4.6389 -4.1407 0.22 0.19 -0.19
H -1.9395 3.8672 -3.0688 0.97 -0.29 -0.51
H 0.0569 1.8255 -2.0419 0.50 0.79 0.87
H 1.8583 4.4159 1.0733 -0.43 -0.42 0.10
H 2.9536 3.3149 2.5575 -0.40 -0.42 -0.15
H 2.8847 1.6824 3.2853 -0.35 0.56 -0.62
H 1.3410 2.4291 2.7001 1.28 -0.01 -0.32
H 3.6000 3.3911 0.2691 0.56 -1.10 -0.54
H 4.0230 1.7393 -0.5439 0.30 0.40 -0.61
H 4.8015 2.2335 1.0374 -1.24 0.06 -1.07
H 2.2035 -0.2817 1.9474 -0.31 -0.09 -0.34
H 3.8770 -0.0766 1.6430 -0.15 -0.02 -0.37
H 2.7823 -0.3634 0.2149 0.13 0.28 0.69
I -3.6290 0.1218 0.7594 0.11 0.08 0.06
I -5.7094 0.5689 5.3438 0.04 -0.02 -0.01
Br -4.9569 0.1298 -6.1986 -0.30 -0.18 -0.25
C -3.5221 -0.1046 -4.9729 -0.51 -0.18 0.55
C -3.7883 0.0752 -3.6121 -0.08 0.67 -0.50
C -2.6767 0.1547 -2.7830 0.97 -0.36 -0.32
C -1.3683 0.0002 -3.2441 -0.90 0.10 0.72
C -1.1969 -0.2547 -4.5821 0.86 -0.36 -0.74
C -2.2653 -0.3657 -5.4709 -0.45 0.62 0.79
H -4.8117 0.2993 -3.2651 0.66 -0.27 -0.11
H -2.8247 0.3439 -1.7282 -0.41 0.13 0.56
H -0.2034 -0.3729 -5.0200 -0.01 -0.07 0.15
H -2.1575 -0.5537 -6.5127 0.31 -0.09 -0.66
```
Positions in Å, forces in eV/Å.

Summary:
**Total charge**: -2
**M**: 864.349 g/mol
**Energy above the lowest of the compared OMol25 structures with the same formula, charge and spin**: 129.92 kJ/mol
**HOMO energy (alpha / beta)**: -1.9 / -1.6 eV
**HOMO-LUMO gap (alpha / beta)**: 2.60 / 1.59 eV


[4]
Here is a structure of composition C5H15InNO2 in a non-equilibrium geometry from the Open Molecules 2025 dataset. Energies are from wB97M-V/def2-TZVPD.

Geometry as XYZ:
```
24
Properties=species:S:1:pos:R:3:forces:R:3
In -1.5394 0.5357 0.6468 1.72 -3.59 -0.54
C 2.2100 -1.8412 0.8826 -0.37 0.96 -2.33
C 1.0130 -0.9005 0.4200 0.04 -1.40 -0.80
C 0.3301 -1.2268 -0.9372 2.00 -0.84 0.51
O -0.8282 -0.3879 -1.1577 -0.21 0.74 1.22
C -1.4695 -0.7484 -2.3953 -0.71 -0.30 -2.94
N 0.0587 -1.0837 1.4962 -1.17 1.23 0.12
H 2.0071 -2.8983 0.7112 -0.59 -0.09 0.41
H 2.5354 -1.6236 1.8999 0.17 0.08 -0.21
H 2.9716 -1.6780 0.1201 0.70 0.27 0.45
H 1.2056 0.1697 0.3438 0.87 0.19 0.31
H 0.0651 -2.2720 -1.0962 -0.29 -0.05 0.36
H 1.0909 -0.9980 -1.6835 -0.26 0.29 -0.34
H -2.0537 -1.6686 -2.3992 0.00 0.02 0.84
H -0.7035 -0.8929 -3.1572 0.51 -0.12 0.34
H -2.0411 0.0415 -2.8827 -0.26 0.44 0.95
H -0.0383 -2.0813 1.6203 -1.35 -0.84 -0.24
H 0.6284 -0.9201 2.3140 -0.45 1.15 1.18
C -0.7370 3.6033 0.6949 3.40 2.62 -3.05
O -1.4411 2.4351 1.0552 -1.41 0.25 1.99
H -1.3096 4.5266 0.6067 -0.83 -0.57 0.08
H 0.1552 3.8600 1.2660 -0.33 -0.71 1.05
H -0.2776 3.3664 -0.2648 -0.37 0.32 -0.33
H -1.8322 2.6827 1.8962 -0.79 -0.09 0.96
```
Positions in Å, forces in eV/Å.

Summary:
**Total charge**: +3
**M**: 235.998 g/mol
**Energy above the lowest of the compared OMol25 structures with the same formula, charge and spin**: 0.00 kJ/mol
**HOMO energy**: -23.4 eV
**HOMO-LUMO gap**: 6.96 eV


[5]
Here is a cluster of 2 separate species, CH7N5S in total in a non-equilibrium geometry from the Open Molecules 2025 dataset. Energies are from wB97M-V/def2-TZVPD.

Geometry as XYZ:
```
14
Properties=species:S:1:pos:R:3:forces:R:3
C -1.9115 -10.0790 -7.7445 -1.41 4.70 -1.02
N -2.2419 -8.9913 -8.0210 0.22 -3.82 2.09
N 1.6723 7.5721 6.1814 0.95 0.63 -2.28
N 1.5332 4.9852 7.2008 -1.42 -0.43 -0.40
N -2.7589 -7.8398 -8.2238 -1.22 2.27 -1.46
N 1.6367 3.8684 6.8646 0.22 -0.77 0.69
S 2.7412 6.4178 6.6626 -0.09 2.36 2.75
H -1.4414 -10.9195 -7.3524 0.73 -1.35 0.28
H 2.0095 8.0799 5.3034 -0.98 -1.09 1.70
H 0.6778 7.6719 6.4229 0.76 -0.43 0.14
H -2.7650 -7.6528 -9.2615 -0.28 0.36 1.68
H -3.4309 -7.2777 -7.5427 1.96 -2.19 -1.58
H 2.4173 3.3415 6.4279 -0.01 0.76 -0.33
H 2.7154 6.8265 8.0984 0.58 -1.00 -2.25
```
Positions in Å, forces in eV/Å.

Summary:
**Total charge**: +2
**M**: 121.169 g/mol
**Energy above the lowest of the compared OMol25 structures with the same formula, charge and spin**: 54.37 kJ/mol
**HOMO energy**: -15.2 eV
**HOMO-LUMO gap**: 9.14 eV


[6]
Here is a cluster of 2 separate species, C7H20N2P in total in a non-equilibrium geometry from the Open Molecules 2025 dataset. Energies are from wB97M-V/def2-TZVPD.

Geometry as XYZ:
```
30
Properties=species:S:1:pos:R:3:forces:R:3
C -2.8049 1.8917 -0.4391 0.94 -0.08 2.24
C 2.1781 2.5192 0.4824 -0.45 -0.25 1.25
C 1.8404 0.9143 -1.5763 -2.88 0.04 0.45
C 0.7634 -2.9511 0.7355 1.08 -3.34 -0.51
C -1.3694 2.1643 -0.8057 0.81 -0.30 -0.35
C 1.5874 1.3087 -0.1164 -2.52 -1.07 -0.34
C -0.5352 -2.7969 0.9359 0.54 -1.05 -0.01
N -0.5290 -0.4707 -0.0182 -1.56 -2.42 -3.13
N -1.1677 -4.2405 1.1542 0.40 1.11 -0.44
P -0.2687 1.0405 0.1297 2.13 1.82 0.65
H -2.8250 0.7978 -0.4425 -1.16 0.17 -0.33
H -2.9198 2.1987 0.6482 -0.35 -0.25 -1.28
H -3.4692 2.4453 -1.0806 -0.48 -0.29 -0.12
H 3.1868 2.3740 0.3780 2.89 0.17 -0.48
H 1.9522 3.5145 0.2548 -0.78 1.30 -1.03
H 2.0741 2.4197 1.5493 -0.37 0.19 0.66
H 2.7403 0.4774 -1.7259 3.13 -1.20 -0.26
H 1.7788 1.7535 -2.2275 -0.14 0.82 -0.52
H 1.1195 0.1340 -1.9647 0.51 0.87 0.57
H 1.5643 -2.2336 0.5507 -0.78 0.10 0.13
H -2.1367 -4.3951 0.7863 1.33 0.10 -0.21
H 1.1322 -4.0824 0.6311 -0.18 2.42 0.40
H -1.0519 3.1706 -0.7117 0.27 1.21 0.68
H -1.2248 2.0304 -1.8758 0.26 -0.67 -0.19
H 1.9534 0.5551 0.6025 -0.31 -0.42 -0.71
H -0.8788 -1.6562 0.7076 -0.64 -0.54 0.39
H -0.6683 -0.7713 -1.0320 0.29 0.40 1.79
H -0.3833 -4.8603 0.7958 -1.77 0.32 0.31
H -0.3841 1.1373 1.5207 -0.33 0.89 0.06
H -1.2545 -4.3889 2.1535 0.12 -0.06 0.33
```
Positions in Å, forces in eV/Å.

Summary:
**Total charge**: +1
**M**: 163.225 g/mol
**Energy above the lowest of the compared OMol25 structures with the same formula, charge and spin**: 268.01 kJ/mol
**HOMO energy**: -12.1 eV
**HOMO-LUMO gap**: 9.25 eV


[7]
Here is a cluster of 4 separate species, C2H12O3S in total in a non-equilibrium geometry from the Open Molecules 2025 dataset. Energies are from wB97M-V/def2-TZVPD.

Geometry as XYZ:
```
18
Properties=species:S:1:pos:R:3:forces:R:3
C -0.9894 -2.7619 -0.1556 0.57 0.25 0.11
C -1.9030 -1.7262 -0.7616 -0.06 0.54 -1.06
S -1.6637 -0.0475 -0.0461 -0.21 -0.47 0.16
H -1.3537 -3.1082 0.8029 -0.16 -0.22 0.17
H -0.0071 -2.3226 0.0123 0.05 0.15 0.04
H -0.7793 -3.5944 -0.8179 -0.42 -0.27 -0.11
H -1.6555 -1.5763 -1.8163 0.15 -0.15 0.06
H -2.9604 -1.9942 -0.8019 0.07 -0.03 0.54
H -1.2373 -0.5147 1.1338 -0.05 0.19 0.12
O 1.7137 1.4586 -0.3549 -0.01 0.04 0.09
H 1.9997 1.6125 0.5500 -0.06 0.00 0.02
H 0.9305 0.8966 -0.2769 0.08 -0.04 -0.13
O 0.8245 -0.7222 -2.3796 0.08 0.04 -0.40
H -0.0371 -0.2983 -2.4476 0.04 0.08 0.07
H 1.3527 -0.2999 -3.0740 -0.10 -0.13 0.34
O 2.7432 3.3228 3.6368 0.34 -0.10 0.00
H 3.4182 3.1386 4.3061 -0.23 0.06 -0.21
H 3.2315 3.3614 2.8039 -0.10 0.04 0.19
```
Positions in Å, forces in eV/Å.

Summary:
**Total charge**: 0
**M**: 116.182 g/mol
**Energy above the lowest of the compared OMol25 structures with the same formula, charge and spin**: 60.12 kJ/mol
**HOMO energy**: -9.3 eV
**HOMO-LUMO gap**: 9.97 eV


[8]
Here is the molecule C5H7NOS in a non-equilibrium geometry from the Open Molecules 2025 dataset. Energies are from wB97M-V/def2-TZVPD.

Geometry as XYZ:
```
15
Properties=species:S:1:pos:R:3:forces:R:3
C 1.4342 -1.2319 -0.2549 3.72 5.45 -0.31
C 0.9846 0.0962 0.5790 0.05 -2.53 2.23
S 2.0189 1.5703 0.5210 -0.22 -0.32 -2.41
C -0.4637 0.2754 0.2560 0.29 -0.05 0.04
C -1.1878 1.1062 -0.5299 3.31 1.63 -0.21
N -2.4636 0.7644 -0.4400 -3.11 -0.28 -0.73
C -2.5303 -0.2936 0.3039 -0.32 1.62 -1.38
O -1.3558 -0.6660 0.7432 1.73 -0.43 0.99
H 1.3844 -0.7481 -1.2905 0.49 -1.45 0.96
H 2.4882 -1.5627 0.0669 -1.69 0.44 -0.77
H 0.7190 -1.9249 -0.1342 -2.37 -2.63 0.39
H 1.0911 -0.1446 1.7219 -0.48 0.22 -1.92
H 2.0248 1.6394 -0.8991 0.13 0.13 1.65
H -0.7246 1.9596 -1.1305 -1.20 -1.26 1.00
H -3.4194 -0.8398 0.4872 -0.33 -0.54 0.47
```
Positions in Å, forces in eV/Å.

Summary:
**Total charge**: 0
**M**: 129.184 g/mol
**Energy above the lowest of the compared OMol25 structures with the same formula, charge and spin**: 169.69 kJ/mol
**HOMO energy**: -9.1 eV
**HOMO-LUMO gap**: 9.87 eV